1.
This record from the OMol25 dataset describes a 6-piece molecular cluster, C37H36F3N5O13S overall. The level of theory is ωB97M-V/def2-TZVPD.

Calculated values
**HOMO-LUMO gap**: 7.6270 eV
**Lowest unoccupied orbital energy**: -0.98 eV

Element x y z (Å)
C 4.50 -3.51 -0.80
C 4.23 -2.19 -0.06
C 2.92 -2.18 0.75
O 1.89 -1.49 -0.03
S 1.80 0.08 0.39
O 0.56 0.54 -0.19
O 2.94 0.96 -0.41
C 4.13 1.13 0.36
C 4.01 2.26 1.43
C 5.36 2.89 1.66
F 6.30 2.88 0.68
C 5.75 3.44 2.82
F 5.09 4.45 3.31
F 6.78 3.05 3.49
H 4.83 -4.28 -0.10
H 5.27 -3.32 -1.56
H 3.60 -3.79 -1.36
H 5.03 -1.88 0.60
H 4.14 -1.38 -0.79
H 2.56 -3.19 0.95
H 3.01 -1.65 1.71
H 4.47 0.23 0.88
H 4.92 1.39 -0.34
H 3.22 2.97 1.20
H 3.75 1.76 2.36
C -1.59 -1.55 0.17
C -2.31 -0.37 0.25
C -3.65 -0.39 0.60
C -4.26 -1.60 0.87
C -3.55 -2.79 0.79
C -2.21 -2.76 0.43
N -5.67 -1.63 1.27
O -6.26 -0.57 1.31
O -6.17 -2.71 1.53
H -0.55 -1.51 -0.11
H -1.82 0.58 0.04
H -4.21 0.54 0.66
H -4.03 -3.74 1.00
H -1.65 -3.68 0.36
C 8.52 -0.90 6.47
C 7.41 -1.74 6.44
C 6.70 -1.91 5.27
C 7.10 -1.24 4.13
C 8.19 -0.39 4.14
C 8.90 -0.22 5.32
N 6.36 -1.44 2.88
O 5.39 -2.18 2.91
O 6.75 -0.85 1.89
H 9.08 -0.77 7.38
H 7.12 -2.27 7.34
H 5.84 -2.57 5.26
H 8.50 0.14 3.25
H 9.76 0.44 5.34
C -9.17 -0.07 0.70
C -9.89 1.12 0.77
C -11.23 1.10 1.12
C -11.84 -0.11 1.40
C -11.14 -1.31 1.32
C -9.80 -1.28 0.97
N -13.25 -0.13 1.79
O -13.85 0.93 1.83
O -13.75 -1.21 2.06
H -8.13 -0.06 0.43
H -9.38 2.05 0.56
H -11.78 2.03 1.18
H -11.62 -2.25 1.53
H -9.24 -2.21 0.90
C 7.35 -0.17 -6.75
C 8.00 -1.27 -6.19
C 7.76 -1.60 -4.87
C 6.88 -0.84 -4.12
C 6.23 0.25 -4.67
C 6.47 0.59 -5.99
N 6.61 -1.21 -2.73
O 7.21 -2.17 -2.27
O 5.80 -0.54 -2.11
H 7.53 0.08 -7.79
H 8.68 -1.86 -6.78
H 8.27 -2.46 -4.43
H 5.55 0.84 -4.08
H 5.97 1.44 -6.43
C -7.03 3.91 -4.79
C -6.44 2.79 -4.20
C -6.68 2.51 -2.87
C -7.50 3.35 -2.14
C -8.08 4.47 -2.70
C -7.84 4.75 -4.04
N -7.77 3.03 -0.73
O -7.23 2.05 -0.25
O -8.52 3.77 -0.12
H -6.85 4.12 -5.83
H -5.81 2.14 -4.79
H -6.22 1.64 -2.41
H -8.72 5.12 -2.12
H -8.29 5.62 -4.50

***

2.
This record from the OMol25 dataset describes a 2-piece molecular cluster, C37H36N3OS overall. The level of theory is ωB97M-V/def2-TZVPD.

Calculated values
**Net charge**: +1
**HOMO-LUMO gap**: 3.9162 eV
**Lowest unoccupied orbital energy**: -5.11 eV

Element x y z (Å)
C 3.58 -1.70 1.73
C 3.28 -0.34 2.37
C 2.88 -0.49 3.84
N 4.45 0.55 2.27
C 4.08 1.74 1.89
S 5.23 3.03 1.96
C 6.44 2.00 2.98
C 7.78 2.62 3.04
N 8.83 3.11 3.08
C 2.61 1.81 1.44
C 1.79 2.76 2.32
C 2.50 2.22 -0.02
N 2.25 0.39 1.63
C 1.03 -0.14 1.37
C 0.04 0.52 0.66
C -1.11 1.14 1.27
C -1.92 2.06 0.54
C -3.16 2.45 1.04
C -3.52 2.15 2.36
C -2.63 1.43 3.16
C -1.46 0.89 2.63
H 4.50 -2.10 2.17
H 2.76 -2.41 1.92
H 3.73 -1.56 0.66
H 3.67 -1.02 4.39
H 2.73 0.50 4.30
H 1.95 -1.06 3.92
H 6.00 1.94 3.98
H 6.49 0.99 2.54
H 2.17 3.77 2.15
H 0.73 2.71 2.03
H 1.88 2.52 3.38
H 3.17 3.08 -0.18
H 2.82 1.40 -0.68
H 1.48 2.52 -0.27
H 0.91 -1.16 1.75
H 0.14 0.68 -0.42
H -1.58 2.37 -0.45
H -3.84 3.01 0.39
H -4.48 2.50 2.76
H -2.84 1.30 4.22
H -0.79 0.27 3.22
C -4.85 2.39 -5.71
O -4.89 2.23 -4.28
C -4.00 1.40 -3.69
C -4.15 1.24 -2.29
C -3.31 0.40 -1.62
C -2.23 -0.27 -2.24
C -1.44 -1.23 -1.50
C -0.22 -1.85 -1.99
C -0.06 -3.12 -1.32
C 0.80 -4.09 -1.81
C 1.49 -3.84 -3.00
C 1.42 -2.57 -3.60
C 0.63 -1.55 -3.06
C -1.15 -3.27 -0.37
C -2.00 -2.12 -0.48
C -3.28 -2.20 0.08
C -3.70 -3.39 0.67
C -2.86 -4.51 0.77
C -1.55 -4.44 0.26
C -2.06 -0.05 -3.64
C -2.94 0.73 -4.36
H -5.63 3.13 -5.90
H -3.87 2.77 -6.05
H -5.08 1.44 -6.21
H -4.91 1.84 -1.79
H -3.50 0.26 -0.55
H 0.90 -5.03 -1.26
H 2.09 -4.63 -3.45
H 2.00 -2.38 -4.51
H 0.64 -0.54 -3.46
H -3.98 -1.38 0.03
H -4.72 -3.46 1.03
H -3.22 -5.43 1.22
H -0.86 -5.27 0.33
H -1.28 -0.59 -4.17
H -2.78 0.89 -5.43

***

3.
This record from the OMol25 dataset describes C37H37KNPS3 as an isolated structure. The level of theory is ωB97M-V/def2-TZVPD.

Calculated values
**Net charge**: -2
**HOMO-LUMO gap**: 2.6220 eV
**Lowest unoccupied orbital energy**: 3.85 eV
**Energy relative to the best compared isomer or geometry (same formula, charge and spin)**: 87.4 kJ/mol

Element x y z (Å)
K -3.59 0.39 16.95
C -9.74 -1.36 17.09
C -9.26 -2.83 17.12
C -8.69 -3.28 15.76
C -10.47 -3.71 17.44
C -8.16 -2.85 18.21
C -8.40 -3.43 19.48
C -7.43 -3.34 20.49
C -6.25 -2.70 20.28
S -5.05 -2.32 21.47
C -4.20 -1.39 20.26
N -4.77 -1.39 19.00
C -5.98 -2.07 19.04
C -6.94 -2.25 17.97
C -2.91 -0.74 20.55
C -2.20 -0.95 21.78
C -1.02 -0.26 22.07
C -0.46 0.66 21.21
C -1.15 0.88 19.99
C -2.32 0.19 19.71
H -10.48 -1.17 16.31
H -8.94 -0.65 16.92
H -10.17 -1.01 18.02
H -9.48 -3.31 14.99
H -8.32 -4.30 15.79
H -7.87 -2.67 15.41
H -11.20 -3.61 16.64
H -10.92 -3.38 18.37
H -10.16 -4.74 17.52
H -9.23 -4.11 19.70
H -7.63 -3.80 21.49
H -6.72 -1.90 16.94
H -2.58 -1.73 22.41
H -0.47 -0.50 22.97
H 0.45 1.21 21.43
H -0.73 1.54 19.23
C -0.22 3.59 15.89
S -1.39 2.24 15.64
C -1.50 2.23 13.85
H 0.76 3.32 15.43
H -0.11 3.72 16.96
H -0.63 4.47 15.42
H -1.38 3.24 13.44
H -2.54 1.86 13.65
H -0.78 1.55 13.39
S -4.27 0.77 14.15
C -6.41 8.10 18.62
C -5.56 7.55 17.66
C -5.28 6.21 17.66
C -5.85 5.37 18.62
C -6.64 5.91 19.63
C -6.91 7.26 19.62
P -5.26 3.68 18.79
C -4.02 3.98 20.07
C -2.68 4.10 19.72
C -1.68 4.36 20.65
C -2.03 4.54 22.00
C -3.39 4.41 22.33
C -4.40 4.19 21.41
C -6.60 2.83 19.67
C -7.93 2.99 19.30
C -8.94 2.32 20.04
C -8.59 1.52 21.11
C -7.25 1.24 21.37
C -6.26 1.84 20.60
H -6.76 9.14 18.51
H -5.19 8.18 16.85
H -4.62 5.77 16.89
H -7.10 5.23 20.36
H -7.57 7.66 20.40
H -2.46 4.01 18.66
H -0.64 4.49 20.33
H -1.33 4.75 22.80
H -3.75 4.47 23.39
H -5.44 4.02 21.69
H -8.21 3.71 18.53
H -9.96 2.30 19.67
H -9.38 1.13 21.78
H -6.94 0.55 22.15
H -5.18 1.60 20.63

***

- Which formula does entry 2 have?
  C37H36N3OS

***

- Which of these has the highest HOMO-LUMO gap?
  C37H36F3N5O13S

***

- What is the lowest unoccupied orbital energy in the first record?
  -0.98 eV